(1)
17
Properties=species:S:1:pos:R:3:nbo_charge:R:1 method="wB97M-V/def2-TZVPD" smiles="C=CC.C=NC" lumo_energy_ev=1.03 orbital_gap_ev=10.513 e_homo_ev=-9.4841
C -1.927 1.975 0.014 -0.425
C -2.119 1.080 0.975 -0.152
C -3.322 0.201 1.151 -0.650
H -0.972 2.409 -0.233 0.206
H -2.850 2.388 -0.382 0.189
H -1.323 0.821 1.673 0.184
H -3.463 -0.130 2.174 0.215
H -4.194 0.671 0.690 0.211
H -3.122 -0.698 0.579 0.222
C 3.108 -0.969 -1.695 -0.066
N 2.950 -0.843 -0.454 -0.379
C 1.651 -1.333 0.039 -0.460
H 4.045 -0.813 -2.218 0.173
H 2.315 -1.384 -2.327 0.126
H 0.969 -0.764 -0.589 0.199
H 1.440 -1.012 1.059 0.200
H 1.678 -2.416 0.049 0.207


(2)
17
Properties=species:S:1:pos:R:3:nbo_charge:R:1 method="wB97M-V/def2-TZVPD" lumo_energy_ev="1.01 / 1.01" orbital_gap_ev="6.989 / 6.989" e_homo_ev="-5.9808 / -5.9814"
C -1.154 1.854 0.174 -0.647
C -0.338 0.780 -0.299 -0.111
C 0.918 -1.003 -0.315 -0.145
C 2.230 -0.398 -0.277 -0.640
N -0.218 -0.462 0.047 -0.259
C -1.311 -1.212 0.519 -0.419
H -1.651 1.687 1.122 0.206
H -1.907 2.089 -0.595 0.205
H -0.504 2.739 0.222 0.217
H 0.214 1.103 -1.167 0.173
H 0.882 -2.056 -0.532 0.164
H 2.951 -1.196 -0.055 0.210
H 2.520 0.063 -1.232 0.191
H 2.315 0.404 0.465 0.212
H -2.072 -0.686 1.099 0.221
H -1.018 -2.052 1.152 0.212
H -1.856 -1.653 -0.328 0.210


(3)
17
Properties=species:S:1:pos:R:3:nbo_charge:R:1 method="wB97M-V/def2-TZVPD" multiplicity=2 lumo_energy_ev="-3.64 / -6.74" orbital_gap_ev="10.352 / 9.071" e_homo_ev="-13.9910 / -15.8136" total_charge=+1 s_squared=0.7660
C -2.008 -2.200 0.892 -0.701
C -1.274 -0.944 1.021 0.017
C -0.177 -0.664 0.231 0.066
N 0.240 0.519 -0.130 -0.386
C 1.581 0.997 -0.451 -0.231
C 1.462 2.158 -1.425 -0.626
H -1.666 -2.963 0.203 0.252
H -3.062 -1.922 0.798 0.283
H -2.108 -2.662 1.883 0.277
H -1.610 -0.273 1.804 0.236
H 0.361 -1.497 -0.225 0.230
H -0.444 1.231 -0.365 0.423
H 2.053 1.355 0.468 0.234
H 2.171 0.137 -0.768 0.223
H 0.867 2.927 -0.934 0.219
H 2.453 2.573 -1.597 0.255
H 1.027 1.794 -2.355 0.227


(4)
18
Properties=species:S:1:pos:R:3:nbo_charge:R:1 method="wB97M-V/def2-TZVPD" lumo_energy_ev=-5.48 orbital_gap_ev=7.794 e_homo_ev=-13.2739 total_charge=+1
C -2.187 -1.245 1.286 -0.490
C 0.626 0.869 1.865 -0.092
C 1.220 -1.023 -1.452 -0.392
C 0.931 1.454 -1.567 -0.665
C 0.443 0.042 -1.550 -0.208
N -0.827 -0.963 1.421 0.105
N -0.239 0.025 1.631 0.114
H -2.310 -1.817 0.360 0.282
H -2.457 -1.935 2.091 0.287
H 0.939 1.082 2.881 0.272
H 1.074 1.448 1.067 0.278
H 0.825 -2.022 -1.491 0.207
H 2.291 -0.939 -1.371 0.203
H -2.842 -0.369 1.295 0.236
H 0.302 2.105 -0.957 0.201
H 0.871 1.842 -2.584 0.252
H 1.970 1.517 -1.251 0.217
H -0.627 -0.072 -1.675 0.190